Record 1
Formula: CHF7N4
Source: the OMol25 dataset
Level of theory: ωB97M-V/def2-TZVPD

Calculated values
Multiplicity: 1
M in u: 202.03
Relative energy (zero: lowest compared OMol25 entry of this formula, charge and spin) in kcal per mole: 3.6
LUMO level (alpha / beta) in eV: -1.045 / -1.045

Geometry as XYZ:
```
13
CHF7N4 | the OMol25 dataset | ωB97M-V/def2-TZVPD
F -0.60 2.28 0.36
F -1.81 0.46 -1.59
F 2.28 -0.06 -0.85
F 0.44 -2.33 0.39
F -0.12 -1.30 2.18
F 0.81 0.69 -2.20
F 0.38 1.18 2.08
N -1.24 -0.48 -0.60
N 1.26 0.86 -0.95
N 0.43 -1.03 0.93
N -0.52 1.09 1.12
C -0.25 -0.04 0.23
H -1.06 -1.33 -1.08
```

---

Record 2
Formula: C44H48GeN9OPbS3
Source: the OMol25 dataset
Level of theory: ωB97M-V/def2-TZVPD

Calculated values
Multiplicity: 1
M in u: 1094.94
Relative energy (zero: lowest compared OMol25 entry of this formula, charge and spin) in kcal per mole: 43.6
Charge: +3
LUMO level (alpha / beta) in eV: -8.209 / -11.713

Geometry as XYZ:
```
107
C44H48GeN9OPbS3 | the OMol25 dataset | ωB97M-V/def2-TZVPD
Pb -15.49 -12.53 7.35
Ge -18.18 -9.26 7.44
S -15.41 -8.78 11.63
S -13.49 -16.93 3.58
S -19.20 -11.08 11.99
O -17.19 -13.48 -0.03
N -16.88 -12.30 4.89
N -16.63 -11.27 -0.12
N -13.11 -13.21 6.02
N -13.64 -8.10 7.46
N -13.94 -13.19 9.35
N -15.48 -10.42 9.61
N -16.00 -15.15 6.90
N -17.24 -13.77 8.90
N -14.56 -10.05 6.80
C -17.84 -15.83 10.03
C -16.95 -12.35 2.05
C -16.71 -11.17 2.77
C -17.14 -17.97 9.04
C -17.88 -13.08 9.82
C -20.00 -11.06 13.53
C -13.20 -8.28 6.16
C -15.83 -10.26 10.86
C -14.79 -8.22 10.12
C -17.23 -13.48 2.81
C -12.25 -7.60 5.43
C -13.52 -9.98 4.46
C -16.44 -17.28 7.97
C -17.25 -15.13 8.94
C -12.66 -13.93 9.19
C -13.66 -19.49 3.37
C -19.33 -8.44 8.87
C -11.60 -12.04 7.72
C -11.76 -12.65 6.33
C -16.90 -12.43 0.56
C -19.22 -12.84 11.96
C -16.68 -11.20 4.16
C -11.48 -13.03 8.87
C -15.75 -17.91 6.93
C -18.50 -7.97 5.96
C -19.47 -10.73 6.96
C -14.38 -19.16 4.51
C -17.17 -13.42 4.20
C -14.41 -9.15 7.81
C -15.40 -15.77 5.91
C -12.59 -9.28 3.70
C -13.15 -18.39 2.73
C -19.86 -13.34 13.08
C -18.46 -15.05 11.03
C -14.92 -9.21 9.17
C -20.95 -10.39 6.86
C -14.44 -17.80 4.76
C -15.18 -17.16 5.86
C -17.82 -17.28 10.03
C -13.81 -9.49 5.74
C -11.97 -8.10 4.17
C -18.51 -13.66 10.95
C -16.54 -15.86 7.92
C -20.25 -12.33 13.98
H -13.24 -13.15 5.00
H -12.62 -18.39 1.78
H -11.76 -6.72 5.82
H -19.30 -11.45 7.78
H -16.45 -10.28 4.71
H -17.48 -14.42 2.31
H -13.78 -12.24 9.73
H -12.43 -14.43 10.17
H -14.43 -7.22 9.97
H -21.09 -9.52 6.18
H -16.36 -10.97 11.46
H -13.14 -14.24 6.20
H -18.77 -8.01 9.73
H -18.28 -17.81 10.84
H -17.94 -12.02 9.65
H -11.24 -7.65 3.52
H -21.33 -10.09 7.86
H -17.12 -19.06 9.02
H -11.03 -13.49 6.25
H -19.99 -9.21 9.32
H -15.68 -18.99 6.95
H -19.99 -14.40 13.23
H -20.20 -10.14 14.04
H -18.90 -15.56 11.90
H -21.55 -11.21 6.47
H -19.16 -7.16 6.34
H -16.56 -10.22 2.27
H -19.02 -11.16 6.03
H -20.76 -12.51 14.93
H -19.04 -8.49 5.14
H -16.17 -10.50 0.35
H -14.80 -19.88 5.21
H -10.61 -11.50 7.68
H -14.54 -13.64 10.04
H -12.40 -11.29 7.88
H -16.48 -11.36 -1.11
H -12.83 -14.70 8.43
H -19.93 -7.67 8.35
H -13.95 -10.89 4.07
H -15.04 -15.18 5.08
H -17.58 -7.51 5.59
H -13.34 -7.36 8.10
H -11.50 -11.91 5.57
H -17.37 -14.29 4.79
H -11.20 -12.48 9.80
H -12.34 -9.62 2.71
H -13.51 -20.48 2.95
H -10.63 -13.71 8.65
```

---

Record 3
Formula: C7H9N
Source: the OMol25 dataset
Level of theory: ωB97M-V/def2-TZVPD

Calculated values
SMILES: C=C=CCCN=C=C
Multiplicity: 1
M in u: 107.16
Relative energy (zero: lowest compared OMol25 entry of this formula, charge and spin) in kcal per mole: 108.5
LUMO level in eV: 0.907

Geometry as XYZ:
```
17
C7H9N | the OMol25 dataset | ωB97M-V/def2-TZVPD
N 1.50 -0.79 0.25
C -1.03 0.99 -0.53
C 1.25 0.01 1.08
C -0.45 2.00 -1.12
C 1.20 0.93 2.10
C 0.59 -1.36 -0.76
C -0.87 -1.53 -0.41
C -1.44 -0.15 -0.13
H -0.96 -2.00 0.49
H -0.75 2.24 -2.05
H -1.46 -1.82 -1.28
H 1.72 1.86 1.94
H 1.10 -2.38 -0.85
H -2.30 -0.28 0.56
H 0.62 0.68 3.00
H 0.41 2.51 -0.71
H 0.89 -0.91 -1.59
```